1.
Formula: C28H46BrFeN3P2S
Source: the Open Molecules 2025 dataset
Level of theory: the ωB97M-V functional and the def2-TZVPD basis

The geometry in ORCA input format:
```
! RIJCOSX wB97M-V def2-TZVPD def2/J DEFGRID3
* xyz 2 5
Br -1.561 -1.372 1.417
Fe 0.566 1.270 0.595
S 0.518 2.088 2.724
P -2.181 -2.797 -1.801
P 2.162 -0.897 0.986
N -0.934 7.343 -5.617
N -0.653 0.294 4.385
N 1.471 0.980 4.974
C -2.547 2.178 -0.215
C -0.354 1.657 -1.089
C -1.741 -0.131 0.048
C 3.011 -3.535 2.039
C -1.034 3.850 -1.363
C 3.272 -0.718 -1.573
C -0.654 0.252 -0.850
C 2.132 -2.309 2.231
C -0.649 6.956 -3.268
C -1.146 6.042 -5.771
C 0.400 1.031 4.107
C 2.880 -1.706 -0.501
C -1.129 5.125 -4.712
C -0.694 7.787 -4.395
C -3.364 -2.784 -0.395
C -0.410 -2.827 -1.346
C -0.662 -0.879 5.257
C -2.594 -1.335 -2.755
C -1.365 2.603 -0.773
C -0.823 4.726 -2.206
C -2.737 0.856 0.210
C 1.249 1.034 6.433
C -0.859 5.572 -3.395
C -4.718 -3.370 -0.712
C 4.963 -0.524 1.642
C 0.189 -4.216 -1.544
C 3.567 0.102 1.641
C -2.870 -1.693 -4.248
H 3.744 -2.309 -0.179
H -3.282 2.950 0.011
H -1.373 -1.593 4.844
H -1.333 5.719 -6.793
H -0.215 -0.408 -1.596
H -0.473 7.397 -2.295
H -3.104 -0.778 -4.828
H 2.355 -1.849 3.206
H -5.289 -2.721 -1.371
H -2.890 -3.341 0.425
H 5.227 -0.990 0.686
H 2.094 1.576 6.850
H -5.285 -3.491 0.209
H 2.238 1.565 4.644
H -0.062 -4.590 -2.544
H 0.348 1.581 6.718
H 3.578 1.019 1.033
H 4.069 -3.274 1.962
H 4.002 0.003 -1.197
H 0.540 2.106 -1.581
H -3.724 -2.382 -4.334
H -1.994 -2.191 -4.704
H -1.325 4.076 -4.950
H -1.754 -0.627 -2.686
H -0.527 8.853 -4.295
H 2.751 -4.108 1.144
H 5.063 -1.294 2.416
H 2.092 -2.374 -0.889
H -3.668 0.630 0.683
H 3.720 -1.245 -2.424
H 1.076 -2.613 2.268
H -4.603 -4.343 -1.182
H 5.706 0.262 1.847
H -1.390 0.292 3.646
H 2.891 -4.196 2.904
H 3.279 0.410 2.660
H 1.203 0.018 6.818
H -0.999 -0.602 6.264
H 0.335 -1.349 5.344
H 2.408 -0.161 -1.956
H -0.362 -2.507 -0.286
H -3.476 -0.848 -2.301
H -0.218 -4.921 -0.808
H 0.102 -2.095 -1.989
H -3.460 -1.728 -0.111
H 1.282 -4.183 -1.445
*
```

Strongest force on any atom ... 0.0695 hartree/bohr
Expectation value of S² ... 6.090
Energy above the lowest of the compared OMol25 structures with the same formula, charge and spin ... 373.6 kJ/mol

2.
Formula: C28H46O23P
Source: the Open Molecules 2025 dataset
Level of theory: the ωB97M-V functional and the def2-TZVPD basis

The geometry in ORCA input format:
```
! RIJCOSX wB97M-V def2-TZVPD def2/J DEFGRID3
* xyz -1 1
P -0.197 1.549 3.799
O -0.950 -1.110 8.054
O 1.935 -1.266 -8.769
O -1.042 -3.305 8.389
O -2.854 -2.231 7.587
O -4.794 5.590 -2.384
O 6.820 -1.460 3.042
O -6.258 6.047 -3.990
O 1.844 -1.317 1.789
O -5.415 0.819 -0.094
O 2.486 -0.180 -3.159
O 2.036 -2.919 -7.288
O -3.496 1.938 0.043
O 0.649 0.149 0.577
O 8.232 0.158 2.369
O 6.099 0.109 1.648
O 4.591 -0.865 -3.086
O -1.466 -5.250 -3.019
O -5.682 3.906 -3.581
O 0.138 -2.589 -8.455
O -1.071 -3.668 -4.581
O -3.848 0.152 1.382
O 0.168 -3.724 -2.741
O 3.279 -1.492 -4.803
C -2.387 1.056 5.618
C -6.064 7.274 -3.278
C -5.589 5.065 -3.345
C -0.692 0.518 1.082
C 7.155 -0.346 2.355
C 0.992 -1.113 0.948
C 0.234 -1.441 8.771
C 0.328 -2.940 8.554
C 3.372 -2.414 -7.396
C 4.468 0.126 -2.050
C -5.594 1.995 -0.884
C -0.855 -4.308 -3.405
C 0.407 -3.583 0.848
C 0.311 -2.217 0.167
C -1.732 -2.208 7.963
C 5.058 -0.880 1.689
C 3.146 -1.056 -8.031
C -0.564 1.785 1.907
C 3.439 -0.900 -3.777
C 2.966 0.204 -1.852
C -2.072 1.675 4.245
C 5.397 -1.643 2.952
C -0.327 -2.441 -4.568
C 0.782 -2.760 -3.593
C -4.765 7.012 -2.536
C -4.164 2.440 -1.117
C 1.259 -2.292 -8.202
C -4.210 0.895 0.534
H 1.641 -3.212 -4.089
H 1.245 1.390 3.485
H 4.077 -0.410 1.730
H -0.225 -4.306 0.326
H -1.335 0.653 0.205
H 4.891 1.061 -2.421
H 0.075 -3.497 1.889
H 3.826 -2.364 -6.410
H -3.730 1.986 -2.009
H -3.887 7.282 -3.123
H 3.940 -0.750 -8.707
H -1.447 2.420 1.748
H 1.438 -3.945 0.847
H 0.796 -2.250 -0.816
H -2.587 1.813 6.388
H 2.599 -0.509 -1.116
H -6.907 7.422 -2.602
H -1.546 0.427 5.948
H -2.320 2.749 4.236
H -3.270 0.404 5.588
H -0.369 0.059 3.695
H 0.873 -3.192 7.643
H -0.986 -1.640 -4.229
H 2.975 -0.278 -7.286
H -2.670 1.169 3.478
H -6.129 1.759 -1.798
H 3.946 -3.085 -8.038
H -4.710 7.484 -1.559
H 0.753 -3.481 9.396
H 1.110 -1.908 -3.006
H 5.012 -0.190 -1.166
H 5.138 -1.502 0.794
H -1.093 -0.310 1.684
H 0.098 -1.179 9.822
H -6.011 8.101 -3.981
H 1.072 -0.884 8.361
H -0.010 3.031 3.887
H 2.597 1.192 -1.595
H 0.136 1.419 5.235
H 5.162 -2.701 2.902
H 0.053 -2.203 -5.557
H -6.164 2.724 -0.304
H -0.740 -1.946 0.020
H 4.926 -1.204 3.832
H -4.047 3.517 -1.170
H 0.300 2.342 1.511
*
```

Strongest force on any atom ... 0.0188 hartree/bohr
Energy ... -3166.37413 Eh

3.
Formula: C28H47AlBBrCaCl8N4O22P
Source: the Open Molecules 2025 dataset
Level of theory: the ωB97M-V functional and the def2-TZVPD basis

The geometry in ORCA input format:
```
! RIJCOSX wB97M-V def2-TZVPD def2/J DEFGRID3
* xyz -1 1
Br -0.887 -3.559 -5.388
Ca 2.797 0.564 -1.603
Cl -1.978 -4.335 5.593
Cl 1.450 -0.457 3.295
Cl 1.887 -3.516 3.949
Cl 1.171 3.526 -1.527
Cl -1.662 4.935 0.475
Cl -0.054 7.313 0.001
Cl -1.902 7.139 2.248
Cl 0.501 5.618 2.271
P -0.835 -0.978 5.181
Al 1.838 0.562 -4.830
O -2.878 4.274 2.609
O -1.061 0.571 4.762
O 0.626 2.639 -0.479
O -1.814 2.447 2.486
O -5.300 -2.207 0.918
O 0.413 -0.269 -4.236
O 4.148 3.135 4.125
O 0.487 -1.192 6.176
O 0.105 3.969 -2.369
O 4.683 2.576 -0.811
O 7.165 1.851 0.149
O -3.206 7.089 -2.304
O 1.810 4.651 -0.905
O 4.607 1.286 3.005
O -1.778 -0.743 1.085
O 2.144 2.779 -2.298
O 8.398 6.292 0.666
O -3.024 -2.461 -6.804
O -0.052 -3.180 0.668
O 5.358 3.269 2.212
O 5.806 7.018 0.008
O -2.033 -2.418 3.386
N -2.071 -1.319 6.067
N -0.863 -0.228 2.008
N 1.897 -1.732 0.588
N -2.485 -2.941 -8.909
C 0.144 -3.292 4.239
C 7.584 5.451 0.382
C 0.577 -5.295 5.668
C -0.718 -2.163 3.648
C -2.443 -3.309 2.370
C -0.767 6.270 1.231
C 5.462 3.433 -0.459
C -1.929 -4.773 2.347
C -2.027 3.665 3.051
C -0.316 -4.206 5.067
C -4.752 -3.493 1.189
C 7.786 4.038 0.369
C 1.710 -1.714 -0.884
C -4.012 -3.433 2.539
C 6.825 3.001 0.029
C -2.002 -3.747 -10.010
C -2.130 -4.706 -7.214
C -0.883 -0.550 -4.681
C -4.576 6.867 -1.998
C -0.394 2.210 2.343
C -1.480 0.729 -5.290
C 0.013 -1.279 2.536
C 5.254 4.838 -0.438
C 6.185 5.879 -0.010
C 2.937 -2.757 0.884
C -2.584 -3.281 -7.588
C -0.272 0.958 1.436
C 4.722 2.686 3.113
B 0.580 -2.120 1.257
H 4.090 1.198 3.822
H 0.800 -0.289 6.327
H -1.493 1.023 5.495
H -5.183 7.374 -2.746
H -2.623 -0.291 1.163
H -2.799 -3.845 -10.752
H 0.139 2.098 3.297
H -4.202 -4.350 3.124
H 2.340 -0.870 -1.265
H -0.982 -1.333 -5.454
H 1.277 -4.880 6.406
H -2.351 -2.973 1.324
H -2.689 6.634 -1.634
H -4.812 7.272 -1.010
H -1.090 -4.863 -7.469
H 3.721 -2.721 0.119
H 3.414 -2.454 1.830
H -0.022 -6.046 6.201
H -1.694 -4.733 -9.682
H -1.152 -3.237 -10.472
H 0.744 0.881 0.997
H -4.349 -2.611 3.187
H -1.394 4.068 3.861
H 8.760 3.646 0.646
H -5.615 -4.172 1.323
H -2.798 -2.004 -9.103
H -0.911 1.241 0.578
H 0.453 -3.996 0.697
H 0.647 -1.517 -1.122
H -0.891 1.083 -6.147
H -2.249 -5.182 1.369
H -1.611 -0.883 -3.933
H -1.544 1.541 -4.557
H -1.752 -1.606 6.985
H 2.517 -3.770 1.018
H -0.833 -4.870 2.330
H -2.393 -5.430 3.091
H -2.785 -5.408 -7.780
H 1.103 -5.838 4.871
H 4.300 5.227 -0.768
H -5.015 -1.889 0.062
H -2.241 -4.900 -6.124
H -4.156 -3.916 0.367
H 0.089 3.050 1.807
H 2.003 -2.647 -1.383
H -4.798 5.797 -2.021
H -2.493 0.532 -5.649
*
```

Strongest force on any atom ... 0.1505 hartree/bohr
Energy ... -10510.70486 Eh

4.
Formula: C28H47B3Br2Cl8F3N3O9S
Source: the Open Molecules 2025 dataset
Level of theory: the ωB97M-V functional and the def2-TZVPD basis

The geometry in ORCA input format:
```
! RIJCOSX wB97M-V def2-TZVPD def2/J DEFGRID3
* xyz 0 1
Br -4.627 3.164 4.779
Br -1.765 3.035 4.850
Cl -4.671 0.741 -4.142
Cl 0.261 -6.276 -3.040
Cl -1.960 -1.376 -3.813
Cl -0.562 4.432 -3.058
Cl 0.514 -3.973 -5.547
Cl 1.955 2.574 -4.462
Cl 3.018 -3.496 3.367
Cl 1.448 -6.030 1.710
S -0.262 3.420 1.808
F 2.322 -2.698 -1.746
F 3.597 -0.863 -0.878
F 3.906 -3.007 -0.097
O 1.104 2.995 2.584
O -0.157 -0.047 -1.115
O 3.922 1.815 0.289
O -0.260 0.559 3.492
O 0.136 3.885 0.404
O 1.412 1.700 -1.199
O -3.592 1.071 0.535
O -0.721 4.755 2.405
O -2.411 2.925 -0.484
N -0.222 -2.777 2.842
N 3.498 3.898 1.576
N -1.467 -1.045 5.114
C 1.740 -5.800 -3.911
C 3.164 -5.962 2.184
C 4.182 1.170 3.324
C 0.968 5.030 -3.764
C -3.228 0.687 -5.171
C -3.749 0.596 -0.827
C -1.433 2.002 1.932
C -1.453 -0.705 1.722
C -3.806 4.605 2.463
C -2.682 -0.718 -5.319
C -0.587 0.559 2.098
C 1.710 -1.902 0.542
C -2.477 2.266 3.136
C 1.817 1.798 2.085
C 0.352 -0.217 -2.480
C 0.911 0.674 1.364
C -1.110 -2.206 2.046
C 5.454 0.818 3.221
C 1.731 -4.334 -4.297
C 1.808 -0.680 1.547
C 1.438 4.204 -4.949
C -2.070 -3.340 1.295
C 2.600 1.363 3.477
C -4.801 -0.670 -0.833
C -0.821 -0.221 4.456
C 2.893 -2.055 -0.559
C -3.836 3.067 2.885
C 3.366 -5.237 3.500
B 3.078 2.453 1.274
B -2.448 1.993 0.631
B 0.792 0.767 -0.289
H 2.513 2.200 4.291
H 0.711 -2.139 0.035
H 0.777 2.361 -1.567
H -2.482 1.368 -4.752
H 2.733 -5.650 4.289
H -4.210 1.371 -1.539
H -2.453 -4.114 2.077
H 1.604 -1.064 2.611
H -2.478 -0.538 2.280
H -2.864 1.207 3.455
H -0.224 -1.133 -2.960
H 1.839 -6.445 -4.787
H -2.985 -2.827 0.853
H -4.892 4.952 2.230
H -5.826 -0.240 -1.193
H -4.918 -1.146 0.208
H 0.041 0.690 -3.146
H 1.463 -0.487 -2.564
H -0.303 -3.817 2.785
H 6.538 0.506 3.457
H 1.890 -2.854 1.209
H -3.276 3.422 -0.451
H 2.702 -4.053 -4.711
H 4.408 -5.328 3.818
H 4.247 2.448 -0.392
H 0.657 4.099 -5.705
H 3.720 -5.486 1.373
H -4.475 -1.416 -1.655
H -1.884 -0.724 -6.065
H 2.960 -0.463 1.528
H 2.186 0.437 3.996
H -4.699 2.478 2.363
H -3.527 1.071 -6.149
H 1.531 -3.693 -3.436
H -3.469 5.243 3.377
H 3.599 4.042 2.594
H -3.160 4.855 1.532
H 3.509 -6.995 2.272
H 2.724 4.504 1.208
H -1.487 -3.848 0.425
H 1.716 5.048 -2.969
H -2.759 0.242 -1.317
H 2.301 4.685 -5.416
H -1.836 -0.771 0.616
H 0.784 6.059 -4.083
H 2.580 -6.003 -3.242
H -3.462 -1.410 -5.645
*
```

Strongest force on any atom ... 0.1703 hartree/bohr
Energy ... -11538.21503 Eh

5.
Formula: C28H47BeBrN2OP2
Source: the Open Molecules 2025 dataset
Level of theory: the ωB97M-V functional and the def2-TZVPD basis

The geometry in ORCA input format:
```
! RIJCOSX wB97M-V def2-TZVPD def2/J DEFGRID3
* xyz 2 1
Br 3.815 3.403 -3.943
P -1.420 -1.737 -1.523
P 2.336 0.163 -0.847
O -1.529 0.992 0.122
N -1.792 0.731 2.289
N -5.517 3.881 -4.669
C -2.353 0.874 1.117
C -4.131 2.005 -4.212
C 1.349 3.501 -2.506
C -1.043 -2.467 0.107
C -1.755 1.234 -2.617
C 5.050 1.473 -1.168
C -0.506 1.988 -2.956
C -3.936 2.446 -2.874
C -0.332 0.553 2.290
C -3.021 -2.466 -2.064
C 0.101 2.965 -2.150
C 3.152 -0.626 -2.325
C -0.139 -2.485 -2.593
C -5.450 4.267 -3.391
C 2.041 3.028 -3.645
C -4.175 -2.208 -1.092
C -4.912 2.770 -5.077
C 0.131 1.632 -4.149
C -4.719 3.549 -2.445
C -0.231 -2.076 -4.066
C 4.268 -1.656 -2.144
C 3.747 1.338 -0.374
C -2.919 1.879 -2.036
C 3.907 -1.547 1.040
C -1.393 -3.947 0.199
C 2.559 -1.218 0.410
C 1.372 2.134 -4.486
C -2.586 0.569 3.492
Be -1.475 0.401 -1.217
H -0.185 -3.584 -2.499
H 0.128 1.337 1.668
H 3.990 1.076 0.667
H 4.431 -2.167 -3.101
H 1.838 -0.989 1.210
H -3.051 2.020 -0.963
H -2.003 0.524 -3.397
H 5.542 2.406 -0.877
H 0.031 -2.308 0.299
H 5.234 -1.206 -1.871
H -1.245 -2.224 -4.467
H 4.700 -1.735 0.310
H 1.806 4.260 -1.879
H 4.004 -2.432 -1.416
H 2.179 -2.118 -0.092
H 2.321 -1.070 -2.888
H -5.972 5.189 -3.136
H -1.583 -1.897 0.874
H -3.951 -1.441 -0.340
H 5.749 0.645 -0.975
H -0.415 3.325 -1.246
H 1.800 1.857 -5.441
H 3.517 0.204 -2.939
H -5.062 -1.882 -1.646
H -4.670 3.915 -1.425
H 0.836 -2.181 -2.173
H -3.248 -2.018 -3.048
H -3.350 1.348 3.523
H -3.598 1.128 -4.581
H -1.918 0.651 4.349
H 0.454 -2.698 -4.663
H -0.087 -0.421 1.824
H 0.071 -1.027 -4.209
H -4.467 -3.122 -0.562
H -3.451 0.920 1.010
H 3.255 2.325 -0.352
H 3.794 -2.487 1.607
H -2.443 -4.087 0.482
H -0.001 0.594 3.331
H -0.371 0.942 -4.819
H 4.876 1.532 -2.245
H -0.779 -4.424 0.969
H -3.093 -0.404 3.501
H -2.893 -3.549 -2.235
H -4.993 2.453 -6.124
H 4.241 -0.788 1.761
H -1.217 -4.481 -0.742
*
```

Strongest force on any atom ... 0.0505 hartree/bohr
Energy above the lowest of the compared OMol25 structures with the same formula, charge and spin ... 142.7 kJ/mol